(1)
Below is a 4-piece molecular cluster, C25H51N4O7PS overall, with properties calculated with the ωB97M-V functional and the def2-TZVPD basis.

ORCA input file:
```
! RIJCOSX wB97M-V def2-TZVPD def2/J DEFGRID3
* xyz 0 1
C 2.924 -1.097 4.437
C 2.182 -0.910 3.147
O 2.223 0.063 2.447
O 1.426 -2.001 2.841
C 0.196 -1.700 2.163
C -0.536 -2.985 1.827
C 0.350 -4.123 1.311
C 1.395 -3.762 0.256
C 0.855 -3.551 -1.182
C 0.784 -2.097 -1.541
C 1.744 -1.375 -2.134
P 3.336 -2.042 -2.713
S 4.302 -3.260 -1.548
C 1.527 0.086 -2.409
O 2.183 0.641 -3.267
C 0.515 0.793 -1.628
C -0.462 0.103 -1.028
N -1.537 0.649 -0.355
C -0.495 -1.385 -1.203
O -1.543 -1.978 -1.097
H 3.641 -0.288 4.559
H 3.444 -2.056 4.438
H 2.207 -1.094 5.259
H 0.401 -1.090 1.278
H -0.411 -1.090 2.840
H -1.313 -2.751 1.094
H -1.058 -3.340 2.721
H -0.297 -4.923 0.936
H 0.889 -4.547 2.162
H 2.140 -4.558 0.213
H 1.956 -2.874 0.552
H -0.152 -3.969 -1.255
H 1.486 -4.072 -1.902
H 4.027 -0.872 -3.023
H 3.014 -2.548 -3.984
H 0.561 1.875 -1.599
H -1.285 1.397 0.278
H -2.090 -0.051 0.122
C -0.494 -2.330 5.980
O -0.963 -1.073 5.527
C -2.293 -0.749 5.888
C -2.453 -0.165 7.296
C -2.338 -1.199 8.412
N -1.524 0.932 7.567
H -1.298 -3.072 5.989
H -0.057 -2.270 6.980
H 0.279 -2.658 5.284
H -2.611 0.008 5.167
H -2.941 -1.626 5.755
H -3.465 0.252 7.333
H -1.299 -1.473 8.594
H -2.730 -0.787 9.341
H -2.897 -2.106 8.175
H -1.681 1.690 6.910
H -0.580 0.608 7.378
C 4.377 5.625 -1.710
O 3.414 4.603 -1.860
C 2.309 4.921 -2.683
C 2.546 4.743 -4.187
C 3.390 5.849 -4.813
N 3.126 3.445 -4.523
H 3.907 6.613 -1.695
H 5.129 5.604 -2.503
H 4.878 5.460 -0.756
H 1.519 4.227 -2.382
H 1.957 5.939 -2.462
H 1.553 4.783 -4.650
H 4.449 5.716 -4.584
H 3.289 5.823 -5.898
H 3.084 6.836 -4.463
H 2.512 2.702 -4.203
H 3.973 3.324 -3.974
C -5.848 -0.362 -4.664
O -5.141 -0.171 -3.457
C -3.920 -0.877 -3.347
C -2.715 -0.190 -4.000
C -2.689 -0.278 -5.522
N -2.581 1.211 -3.595
H -5.731 -1.387 -5.033
H -5.527 0.331 -5.446
H -6.902 -0.182 -4.456
H -3.714 -0.944 -2.276
H -4.041 -1.902 -3.724
H -1.832 -0.719 -3.623
H -3.391 0.425 -5.971
H -1.696 -0.025 -5.893
H -2.941 -1.283 -5.867
H -2.465 1.263 -2.586
H -3.461 1.681 -3.784
*
```

structure (SMILES)	CC(=O)OCCCCCC1=C([PH2]=S)C(=O)C=C(N)C1=O.COC[C@@H](C)N.COC[C@@H](C)N.COC[C@@H](C)N
E	-67167.546	eV
HOMO	-8.8	eV

Here are the Löwdin charges for atoms 1 to 8, given in e: 0.031 -0.523 0.121 -0.032 -0.171 -0.155 -0.183 -0.197

(2)
Below is a 4-piece molecular cluster, C25H51NO6PS3 overall, with properties calculated with the ωB97M-V functional and the def2-TZVPD basis.

ORCA input file:
```
! RIJCOSX wB97M-V def2-TZVPD def2/J DEFGRID3
* xyz 1 1
C -0.098 -1.966 -0.726
C 1.173 -2.446 0.186
P 1.965 -1.034 1.175
C 3.843 -0.943 0.951
C 4.459 -0.640 2.435
C 1.102 0.589 0.749
C 0.022 1.078 1.782
N -0.765 2.282 1.590
C -0.574 3.093 0.404
C -1.544 4.385 0.273
C -3.048 3.864 -0.130
C -3.086 2.334 -0.611
C -4.535 1.894 -1.223
C -5.718 1.932 -0.141
O -7.058 1.850 -0.701
C -7.105 0.950 -1.819
C -6.930 -0.653 -1.654
O -7.249 1.371 -2.992
C 0.494 2.772 -0.707
C 0.701 3.735 -1.994
C 1.653 3.095 -3.115
C 0.794 1.903 -3.826
O 0.926 1.923 -5.273
C 1.362 1.470 -0.518
H -0.769 -2.891 -0.982
H 0.210 -1.483 -1.715
H -0.772 -1.206 -0.186
H 0.722 -3.181 0.958
H 1.948 -2.992 -0.478
H 4.110 -0.094 0.221
H 4.195 -1.977 0.571
H 4.013 0.373 2.751
H 3.967 -1.429 3.125
H 5.597 -0.671 2.456
H -0.150 0.454 2.727
H -1.476 2.517 2.315
H -1.184 5.017 -0.625
H -1.580 5.005 1.232
H -3.648 3.919 0.858
H -3.575 4.594 -0.854
H -2.334 2.103 -1.462
H -2.926 1.623 0.289
H -4.808 2.480 -2.164
H -4.387 0.791 -1.550
H -5.639 2.901 0.486
H -5.617 1.071 0.620
H -6.147 -1.062 -2.401
H -7.912 -1.181 -1.914
H -6.544 -0.948 -0.613
H -0.308 4.078 -2.428
H 1.224 4.705 -1.632
H 2.652 2.695 -2.721
H 1.831 3.879 -3.934
H 1.195 0.897 -3.429
H -0.312 2.067 -3.523
H 1.169 1.020 -5.571
H 2.146 1.143 -1.299
C -1.758 -7.368 -1.461
S -0.363 -6.568 -0.641
O -0.671 -5.106 -0.556
C 0.806 -6.797 -1.998
H -2.626 -7.309 -0.802
H -1.980 -6.859 -2.400
H -1.518 -8.416 -1.648
H 0.423 -6.324 -2.904
H 0.962 -7.864 -2.168
H 1.754 -6.334 -1.719
C 8.352 1.820 0.392
S 7.048 1.350 -0.765
O 5.822 1.048 0.039
C 7.783 -0.228 -1.243
H 8.082 2.773 0.848
H 8.450 1.061 1.170
H 9.294 1.931 -0.147
H 7.918 -0.859 -0.363
H 8.744 -0.050 -1.729
H 7.111 -0.724 -1.945
C -2.174 -1.793 5.034
S -2.811 -0.139 5.376
O -2.521 0.711 4.177
C -1.591 0.274 6.640
H -2.770 -2.234 4.235
H -1.131 -1.732 4.717
H -2.259 -2.408 5.931
H -0.584 0.205 6.223
H -1.695 -0.410 7.484
H -1.774 1.295 6.978
*
```

E	-82306.329	eV
HOMO	-10.1	eV

Here are the Löwdin charges for atoms 1 to 8, given in e: -0.174 -0.407 0.943 -0.426 -0.188 -0.300 0.003 0.100

(3)
Below is C25H52F6N3O3PrSbSi2Te as an isolated structure, with properties calculated with the ωB97M-V functional and the def2-TZVPD basis.

ORCA input file:
```
! RIJCOSX wB97M-V def2-TZVPD def2/J DEFGRID3
* xyz 2 4
Pr 0.754 -0.515 -0.565
C 2.274 -0.513 -5.519
N 2.777 -0.754 -4.176
C 3.919 -1.650 -4.076
C 2.024 -0.539 -3.012
O 2.373 -1.013 -1.932
C 0.741 0.319 -3.172
O -0.118 0.558 -2.067
C 0.222 1.711 -1.308
C 1.370 1.924 -0.221
O 1.987 1.020 0.346
N 1.637 3.264 0.113
C 2.765 3.558 0.985
C 0.916 4.417 -0.403
H 3.114 -0.333 -6.197
H 1.613 0.354 -5.558
H 1.721 -1.398 -5.847
H 4.687 -1.341 -4.791
H 3.587 -2.667 -4.307
H 4.354 -1.637 -3.073
H 0.116 -0.221 -3.893
H 1.022 1.272 -3.635
H -0.692 1.923 -0.736
H 0.317 2.532 -2.029
H 3.292 2.659 1.313
H 2.397 4.090 1.867
H 3.468 4.197 0.442
H -0.114 4.167 -0.666
H 1.442 4.786 -1.288
H 0.888 5.203 0.358
F -0.452 -1.916 -1.828
Sb -1.528 -3.163 -2.957
F -0.269 -4.650 -2.517
F -0.412 -2.688 -4.543
F -2.604 -4.410 -4.087
F -2.787 -1.677 -3.397
F -2.643 -3.639 -1.370
C 1.783 -5.373 1.789
N 0.925 -4.250 1.285
C 0.969 -4.140 -0.212
C 1.168 -2.932 1.995
C 2.517 -2.310 1.783
C 3.605 -2.603 2.617
C 4.850 -2.018 2.380
C 5.018 -1.135 1.314
C 3.940 -0.831 0.486
C 2.699 -1.415 0.722
H 1.406 -6.303 1.355
H 1.694 -5.411 2.877
H 2.818 -5.201 1.481
H -0.042 -4.503 1.522
H 2.001 -3.973 -0.530
H 0.320 -3.315 -0.515
H 0.591 -5.079 -0.626
H 0.992 -3.115 3.062
H 0.374 -2.251 1.663
H 3.501 -3.276 3.466
H 5.694 -2.241 3.031
H 5.988 -0.675 1.136
H 4.065 -0.134 -0.339
C -3.047 0.705 4.286
Si -1.670 1.919 3.939
C -0.021 1.078 4.188
C -1.810 3.354 5.125
C -1.801 2.567 2.190
Te -1.639 0.971 0.761
C -3.773 0.789 0.597
Si -4.422 1.771 -0.856
C -4.026 3.584 -0.644
C -3.656 1.148 -2.442
C -6.274 1.559 -0.947
H -2.963 0.342 5.331
H -2.970 -0.155 3.590
H -4.026 1.208 4.148
H 0.053 0.714 5.233
H 0.796 1.803 3.990
H 0.069 0.220 3.492
H -1.732 2.981 6.167
H -2.789 3.855 4.984
H -0.992 4.077 4.928
H -0.997 3.305 1.991
H -2.768 3.092 2.055
H -4.251 1.140 1.534
H -4.029 -0.284 0.481
H -2.927 3.723 -0.595
H -4.490 3.956 0.292
H -4.430 4.152 -1.507
H -2.555 1.276 -2.400
H -4.061 1.726 -3.298
H -3.899 0.074 -2.572
H -6.734 1.930 -0.009
H -6.517 0.484 -1.079
H -6.670 2.136 -1.807
H -0.014 -1.949 0.854
*
```

E	-97323.486	eV
HOMO (alpha / beta)	-13.2 / -13.2	eV

Here are the Löwdin charges for atoms 1 to 8, given in e: 0.806 -0.009 -0.103 0.001 -0.307 -0.059 -0.049 -0.291

(4)
Below is C25H53BrGeNO3PdSSi as an isolated structure, with properties calculated with the ωB97M-V functional and the def2-TZVPD basis.

ORCA input file:
```
! RIJCOSX wB97M-V def2-TZVPD def2/J DEFGRID3
* xyz 1 1
Pd 1.340 -0.619 0.046
C 0.548 -3.925 -0.771
C -0.522 -2.952 -0.309
C -1.902 -3.521 -0.509
O -0.314 -1.661 -1.008
C -0.219 -2.376 1.097
O 0.993 -2.292 1.367
O -1.106 -1.806 1.806
H 0.342 -4.220 -1.803
H 0.534 -4.825 -0.157
H 1.539 -3.489 -0.707
H -2.129 -3.611 -1.572
H -2.664 -2.910 -0.037
H -1.935 -4.518 -0.072
H -0.223 -1.817 -1.960
C 2.387 1.782 -5.005
C 3.486 0.741 -4.716
C 4.723 1.086 -5.568
C 2.928 -0.611 -5.182
Si 4.030 0.703 -2.884
Br 1.828 0.852 -1.860
C 4.892 2.277 -2.241
C 6.385 2.205 -2.619
C 4.291 3.542 -2.873
C 4.774 2.447 -0.720
C 4.780 -0.950 -2.298
C 5.942 -1.313 -3.246
C 5.352 -0.855 -0.876
C 3.763 -2.099 -2.290
H 2.219 1.815 -6.085
H 2.646 2.786 -4.684
H 1.439 1.507 -4.541
H 4.452 1.012 -6.625
H 5.557 0.405 -5.397
H 5.071 2.103 -5.394
H 2.595 -0.508 -6.219
H 2.064 -0.920 -4.591
H 3.672 -1.406 -5.160
H 6.541 2.113 -3.694
H 6.902 1.382 -2.127
H 6.870 3.131 -2.297
H 4.439 3.582 -3.951
H 4.791 4.415 -2.444
H 3.225 3.640 -2.658
H 5.268 1.655 -0.163
H 3.738 2.504 -0.389
H 5.256 3.390 -0.443
H 6.692 -0.523 -3.304
H 5.606 -1.538 -4.257
H 6.438 -2.208 -2.860
H 6.198 -0.174 -0.810
H 5.704 -1.845 -0.571
H 4.601 -0.540 -0.151
H 3.284 -2.265 -3.251
H 2.988 -1.922 -1.542
H 4.279 -3.022 -2.008
C -3.704 -3.211 5.125
C -3.733 -2.005 4.194
C -2.564 -1.054 4.425
C -2.538 0.139 3.463
Ge -2.333 -0.358 1.603
C -3.956 -0.856 0.658
C -5.081 0.091 1.097
C -4.797 1.556 0.776
C -5.924 2.478 1.220
H -4.555 -3.869 4.948
H -3.736 -2.896 6.169
H -2.791 -3.791 4.981
H -4.673 -1.460 4.326
H -3.720 -2.355 3.155
H -1.626 -1.609 4.348
H -2.610 -0.671 5.448
H -1.715 0.820 3.686
H -3.466 0.713 3.534
H -1.409 0.539 0.787
H -4.227 -1.888 0.878
H -3.776 -0.773 -0.416
H -5.254 -0.013 2.172
H -6.010 -0.214 0.609
H -4.628 1.663 -0.300
H -3.862 1.871 1.261
H -6.859 2.204 0.731
H -5.710 3.518 0.977
H -6.079 2.411 2.299
S 2.705 0.426 1.516
C 1.426 1.207 2.271
N 0.539 1.745 2.779
*
```

E	-183165.074	eV
HOMO	-11.8	eV

Here are the Löwdin charges for atoms 1 to 8, given in e: 0.465 -0.002 -0.468 0.016 -0.128 -0.521 -0.031 -0.079

(5)
Below is C25H53N3O11 as an isolated structure, with properties calculated with the ωB97M-V functional and the def2-TZVPD basis.

ORCA input file:
```
! RIJCOSX wB97M-V def2-TZVPD def2/J DEFGRID3
* xyz 0 1
C 17.728 1.126 20.984
O 18.011 1.566 22.119
N 16.883 1.699 20.155
C 15.927 2.735 20.609
C 16.605 1.108 18.893
H 18.178 0.215 20.560
H 16.321 2.976 21.596
H 14.970 2.218 20.676
H 15.919 3.633 19.991
H 16.538 1.890 18.136
H 17.240 0.298 18.535
H 15.632 0.644 19.055
C 12.954 -1.432 21.979
O 13.217 -1.657 23.173
N 13.691 -0.601 21.190
C 13.201 0.005 19.982
C 14.797 0.281 21.780
H 12.062 -1.793 21.444
H 14.080 0.435 19.502
H 12.600 0.912 20.030
H 12.817 -0.680 19.226
H 15.579 0.535 21.064
H 14.396 1.225 22.148
H 15.194 -0.256 22.641
C 14.076 1.406 18.698
O 14.089 1.590 19.929
N 14.080 2.418 17.827
C 14.200 2.310 16.366
C 14.225 3.781 18.301
H 13.971 0.401 18.262
H 15.286 2.275 16.283
H 13.689 3.131 15.861
H 13.782 1.344 16.084
H 14.159 3.936 19.378
H 15.251 4.150 18.278
H 13.762 4.586 17.731
O 18.157 6.851 14.451
C 18.512 6.634 15.545
O 18.068 5.761 16.378
C 17.177 4.740 16.062
C 17.130 3.699 17.270
C 19.518 7.588 16.265
H 17.420 4.181 15.159
H 16.176 5.017 15.730
H 16.311 2.982 17.321
H 17.047 4.215 18.227
H 18.041 3.105 17.349
H 20.514 7.269 15.959
H 19.550 7.376 17.334
H 19.441 8.638 15.984
O 9.437 4.320 17.114
C 10.580 4.513 16.642
O 11.177 3.598 15.824
C 10.529 2.446 15.266
C 11.511 1.432 14.783
C 11.286 5.754 16.967
H 9.809 2.540 14.453
H 9.950 1.998 16.074
H 12.183 1.058 15.555
H 12.074 1.616 13.869
H 10.893 0.564 14.555
H 11.599 5.616 18.002
H 10.724 6.681 17.084
H 12.134 5.941 16.309
O 12.444 4.615 21.938
C 13.386 4.058 21.502
O 14.315 4.524 20.652
C 14.396 5.927 20.265
C 15.673 6.205 19.529
C 13.456 2.563 21.604
H 14.375 6.526 21.175
H 13.445 5.994 19.738
H 16.476 5.761 20.117
H 15.819 7.282 19.446
H 15.795 5.662 18.592
H 13.221 2.174 20.613
H 12.687 2.236 22.303
H 14.458 2.456 22.021
O 14.377 -0.651 18.459
C 15.036 -1.673 18.243
O 16.353 -1.720 17.906
C 16.969 -0.611 17.375
C 18.363 -0.416 18.020
C 14.429 -3.118 18.366
H 16.349 0.265 17.566
H 17.135 -0.693 16.301
H 19.068 -1.178 17.686
H 18.319 -0.422 19.109
H 18.977 0.446 17.759
H 14.222 -3.424 17.341
H 13.627 -3.095 19.104
H 15.146 -3.878 18.677
*
```

E	-53748.377	eV
HOMO	-7.3	eV

Here are the Löwdin charges for atoms 1 to 8, given in e: -0.329 -0.010 -0.101 -0.013 -0.130 0.128 0.124 -0.021

E of number 2 (C25H51NO6PS3)? -82306.329 eV